1.
Molecular formula: C25H31BrN10O6Sr
Method: DFT, the ωB97M-V functional and the def2-TZVPD basis

Last column: Löwdin charge in e.
CARTESIAN COORDINATES (ANGSTROEM)
Sr1 -0.855 0.046 -0.776  1.523
N1 1.084 -1.097 -1.950  -0.096
C1 0.622 -2.232 -2.749  -0.241
C2 0.186 -3.347 -1.807  -0.190
N2 -1.012 -2.996 -1.032  -0.175
C3 -1.007 -3.573 0.311  -0.191
C4 -1.734 -2.733 1.354  -0.234
N3 -1.112 -1.412 1.454  -0.041
C5 -2.241 -3.287 -1.781  -0.177
C6 -3.322 -2.208 -1.720  -0.232
N4 -2.752 -0.927 -2.114  -0.076
H1 1.300 -0.300 -2.540  0.065
H2 1.908 -1.321 -1.402  0.042
H3 1.389 -2.623 -3.429  0.114
H4 -0.221 -1.900 -3.360  0.088
H5 1.003 -3.521 -1.104  0.094
H6 0.043 -4.282 -2.367  0.124
H7 0.033 -3.656 0.636  0.106
H8 -1.428 -4.591 0.312  0.122
H9 -1.729 -3.286 2.300  0.114
H10 -2.778 -2.595 1.075  0.103
H11 -0.208 -1.474 1.913  0.083
H12 -1.681 -0.774 1.999  0.076
H13 -2.670 -4.243 -1.448  0.122
H14 -1.970 -3.413 -2.832  0.119
H15 -3.722 -2.111 -0.710  0.101
H16 -4.151 -2.533 -2.360  0.115
H17 -3.418 -0.168 -2.014  0.088
H18 -2.448 -0.926 -3.087  0.047
O1 4.221 3.601 3.995  0.092
N5 4.962 2.697 3.665  -0.341
O2 6.083 2.525 4.100  0.086
C7 4.390 1.611 2.836  -0.074
C8 4.787 0.370 3.157  0.059
C9 4.257 -0.755 2.450  -0.133
C10 4.621 -2.068 2.792  -0.004
C11 4.085 -3.111 2.090  -0.044
C12 3.191 -2.812 1.050  -0.128
N6 2.833 -1.595 0.706  0.125
C13 3.355 -0.559 1.396  -0.134
C14 2.974 0.803 1.028  -0.132
N7 2.149 0.959 -0.026  0.123
C15 1.792 2.175 -0.375  -0.121
C16 2.223 3.325 0.301  -0.014
C17 3.060 3.188 1.370  0.016
C18 3.467 1.895 1.766  -0.063
H19 5.503 0.222 3.953  0.133
H20 5.319 -2.234 3.603  0.123
H21 4.335 -4.138 2.315  0.107
H22 2.757 -3.623 0.472  0.098
H23 1.132 2.267 -1.234  0.106
H24 1.882 4.299 -0.023  0.120
H25 3.399 4.053 1.914  0.110
N8 -1.513 -0.150 -4.974  -0.008
N9 -1.977 1.132 -4.586  -0.040
C19 -1.312 1.812 -3.529  -0.742
O3 -1.497 3.022 -3.467  0.014
O4 -0.625 1.084 -2.732  -0.296
H26 -0.630 -0.082 -5.474  0.085
H27 -2.198 -0.536 -5.611  0.079
H28 -2.155 1.779 -5.342  0.120
Br1 -6.542 4.541 1.940  0.731
C20 -4.669 4.285 1.932  -0.669
C21 -3.845 5.257 2.480  -0.192
N10 -2.521 5.139 2.515  0.075
C22 -1.987 4.036 1.994  -0.073
C23 -2.737 3.017 1.423  -0.105
C24 -4.117 3.143 1.390  -0.046
C25 -2.063 1.802 0.849  -0.652
O5 -0.805 1.736 0.906  -0.163
O6 -2.796 0.912 0.336  -0.157
H29 -4.271 6.159 2.903  0.100
H30 -0.909 3.945 2.028  0.115
H31 -4.719 2.362 0.947  0.116

Output
- relative energy (zero: lowest compared OMol25 entry of this formula, charge and spin) (kcal per mole) = 26.8
- highest occupied orbital energy (eV) = -8.71
- frontier orbital gap (eV) = 7.75


2.
Molecular formula: C24H18F5HoO2
Method: DFT, the ωB97M-V functional and the def2-TZVPD basis

Last column: Löwdin spin population.
CARTESIAN COORDINATES (ANGSTROEM)
C1 0.917 -1.904 2.073  -0.004
C2 -0.351 -2.400 1.605  -0.003
C3 -0.368 -2.354 0.190  -0.005
H1 -1.155 -2.783 2.236  0.000
C4 0.873 -1.812 -0.236  -0.003
C5 1.713 -1.644 0.911  -0.004
H2 2.784 -1.468 0.905  0.000
H3 1.213 -1.834 3.116  0.000
H4 -1.153 -2.755 -0.467  0.000
H5 1.213 -1.725 -1.258  0.000
C6 -0.422 2.508 0.545  -0.006
C7 -0.173 2.291 1.935  0.000
C8 1.197 1.884 2.043  -0.006
H6 -0.895 2.447 2.760  0.001
C9 1.721 1.720 0.716  -0.006
C10 0.701 2.031 -0.197  -0.003
H7 0.838 2.073 -1.276  0.000
H8 -1.282 3.055 0.160  0.000
H9 1.784 1.949 2.942  0.000
H10 2.763 1.476 0.481  0.000
Ho1 -0.225 0.003 1.283  4.043
O1 0.399 -0.199 -2.866  0.000
C11 -0.899 -0.599 -3.240  0.000
C12 0.306 -0.927 -4.146  0.000
H11 -1.334 -1.415 -2.630  0.000
H12 -1.552 0.188 -3.631  0.000
H13 0.648 -1.953 -4.047  0.000
H14 1.452 -1.829 -6.424  0.000
C13 1.090 -0.811 -6.505  0.000
C14 0.513 -0.198 -5.370  0.000
C15 0.082 1.120 -5.492  0.000
H15 -0.370 1.637 -4.656  0.000
C16 0.179 1.804 -6.708  0.000
H16 -0.172 2.840 -6.794  0.000
C17 0.712 1.168 -7.840  0.000
H17 0.764 1.699 -8.801  0.000
C18 1.153 -0.163 -7.724  0.000
H18 1.532 -0.665 -8.611  0.000
F1 -1.898 -0.260 8.944  0.000
C19 -1.734 -0.198 7.627  0.000
C20 -1.261 0.941 7.003  0.000
F2 -0.880 1.962 7.786  0.000
C21 -1.017 0.972 5.630  0.000
F3 -0.482 2.113 5.114  0.000
C22 -1.154 -0.157 4.772  0.000
O2 -0.853 -0.099 3.490  -0.003
C23 -1.558 -1.320 5.492  0.000
F4 -1.563 -2.518 4.811  0.000
C24 -1.815 -1.361 6.847  0.000
F5 -1.980 -2.530 7.501  0.000

Output
- relative energy (zero: lowest compared OMol25 entry of this formula, charge and spin) (kcal per mole) = 8.6
- highest occupied orbital energy (spin up / spin down) (eV) = -8.05 / -8.06
- 2S+1 = 5
- ⟨S²⟩ = 6.005
- frontier orbital gap (spin up / spin down) (eV) = 7.49 / 7.59


3.
Molecular formula: C5H10N
Method: DFT, the ωB97M-V functional and the def2-TZVPD basis

Last column: Löwdin charge in e.
CARTESIAN COORDINATES (ANGSTROEM)
C1 1.823 0.275 -0.707  0.105
C2 2.113 -0.213 0.396  0.076
C3 -0.468 -1.330 -0.372  -0.089
C4 -1.464 0.987 -0.070  -0.078
C5 -0.503 -0.072 0.368  -0.424
N1 0.858 0.564 0.421  -0.046
H1 1.628 0.265 -1.767  0.149
H2 2.716 -0.627 1.258  0.176
H3 0.251 -2.092 -0.084  0.086
H4 -1.472 -1.745 -0.057  0.120
H5 -0.447 -1.198 -1.551  0.152
H6 -2.498 0.599 -0.114  0.103
H7 -1.307 1.379 -1.109  0.113
H8 -1.546 1.834 0.625  0.091
H9 -0.537 -0.177 1.998  0.271
H10 0.853 1.551 0.766  0.192

Output
- relative energy (zero: lowest compared OMol25 entry of this formula, charge and spin) (kcal per mole) = 119.0
- highest occupied orbital energy (eV) = -14.79
- net charge = +1
- frontier orbital gap (eV) = 10.83


4.
Molecular formula: C5H9NO
Method: DFT, the ωB97M-V functional and the def2-TZVPD basis

Last column: Löwdin charge in e.
CARTESIAN COORDINATES (ANGSTROEM)
C1 -1.445 -0.051 1.303  -0.055
C2 -1.258 0.128 -0.185  -0.324
N1 -0.793 1.420 -0.696  0.054
C3 0.039 0.241 -0.895  -0.313
C4 1.418 0.261 -0.294  -0.123
C5 1.930 -1.115 0.033  -0.256
O1 1.273 -2.124 -0.071  0.052
H1 -0.826 0.642 1.880  0.076
H2 -2.491 0.130 1.578  0.073
H3 -1.196 -1.078 1.591  0.077
H4 -2.016 -0.395 -0.771  0.136
H5 -1.227 1.687 -1.573  0.092
H6 0.021 -0.214 -1.886  0.143
H7 1.465 0.900 0.598  0.126
H8 2.120 0.716 -1.011  0.124
H9 2.987 -1.163 0.373  0.119

Output
- structure (SMILES) = C[C@H]1N[C@H]1CC=O
- relative energy (zero: lowest compared OMol25 entry of this formula, charge and spin) (kcal per mole) = 46.5
- highest occupied orbital energy (eV) = -9.66
- frontier orbital gap (eV) = 10.70


5.
Molecular formula: C37H51AsN4RuSe
Method: DFT, the ωB97M-V functional and the def2-TZVPD basis

Last column: Löwdin spin population.
CARTESIAN COORDINATES (ANGSTROEM)
Ru1 0.562 -0.081 -0.064  0.696
N1 -0.995 1.372 -0.087  -0.003
C1 -1.671 1.429 1.219  0.000
C2 -0.621 1.317 2.306  0.001
N2 0.227 0.123 2.112  0.009
C3 -0.307 -1.117 2.702  -0.001
C4 -1.226 -1.828 1.733  0.000
N3 -0.542 -1.923 0.434  0.013
H1 -0.538 2.266 -0.272  0.001
H2 -1.670 1.258 -0.844  0.000
H3 -2.371 0.598 1.262  0.000
H4 -2.244 2.350 1.333  0.000
H5 -1.099 1.300 3.290  0.000
H6 0.040 2.184 2.262  0.001
H7 1.134 0.322 2.522  0.001
H8 -0.833 -0.915 3.639  0.000
H9 0.544 -1.763 2.932  0.000
H10 -2.152 -1.276 1.592  0.000
H11 -1.492 -2.810 2.128  0.000
H12 -1.169 -2.237 -0.306  0.002
H13 0.199 -2.622 0.490  0.000
C5 8.074 0.423 -0.458  0.000
C6 6.604 0.717 -0.330  -0.001
C7 5.903 1.335 -1.349  0.000
C8 4.550 1.658 -1.238  0.001
C9 3.880 2.306 -2.422  0.004
C10 3.879 1.336 -0.055  0.006
Se1 2.038 1.866 0.184  0.084
C11 4.559 0.672 0.982  0.000
C12 3.868 0.222 2.240  0.002
C13 5.908 0.384 0.829  0.000
H14 8.389 0.428 -1.501  0.000
H15 8.324 -0.546 -0.026  0.000
H16 8.662 1.177 0.070  0.000
H17 6.419 1.586 -2.270  0.000
H18 4.456 3.166 -2.766  0.000
H19 2.872 2.638 -2.191  0.003
H20 3.824 1.598 -3.253  0.000
H21 3.087 -0.505 1.991  0.000
H22 3.411 1.063 2.768  0.002
H23 4.572 -0.266 2.913  0.000
H24 6.433 -0.118 1.635  0.000
C14 -3.635 4.389 -5.169  0.000
C15 -2.984 3.151 -4.615  0.000
C16 -3.625 1.920 -4.642  0.000
C17 -3.043 0.778 -4.105  0.000
C18 -3.819 -0.514 -4.218  0.001
C19 -1.752 0.850 -3.534  0.003
As1 -1.241 -0.860 -2.707  0.013
N4 0.457 -0.621 -1.941  0.136
C20 1.286 -1.707 -1.733  0.008
C21 2.497 -1.415 -1.075  0.004
C22 3.285 -2.444 -0.529  -0.001
C23 2.897 -3.756 -0.659  0.007
C24 1.725 -4.055 -1.366  -0.001
C25 0.922 -3.066 -1.890  0.006
C26 -0.902 -2.025 -4.244  -0.001
C27 -1.619 -3.228 -4.319  0.000
C28 -2.622 -3.693 -3.287  0.000
C29 -1.418 -4.072 -5.412  0.000
C30 -0.530 -3.762 -6.425  0.000
C31 -0.333 -4.675 -7.603  0.000
C32 0.182 -2.570 -6.327  0.000
C33 0.013 -1.696 -5.264  0.000
C34 0.809 -0.421 -5.259  0.002
C35 -1.079 2.078 -3.532  0.000
C36 0.338 2.279 -3.056  -0.001
C37 -1.719 3.201 -4.053  0.000
H25 -4.531 4.145 -5.738  0.000
H26 -2.951 4.930 -5.823  0.000
H27 -3.922 5.068 -4.364  0.000
H28 -4.611 1.842 -5.087  0.000
H29 -4.857 -0.312 -4.479  0.000
H30 -3.819 -1.088 -3.290  0.001
H31 -3.396 -1.154 -4.997  0.000
H32 2.887 -0.409 -1.129  -0.001
H33 4.213 -2.181 -0.042  0.000
H34 3.503 -4.555 -0.255  0.000
H35 1.434 -5.090 -1.498  0.000
H36 0.017 -3.331 -2.417  0.000
H37 -2.606 -3.098 -2.376  0.000
H38 -2.432 -4.735 -3.022  0.000
H39 -3.635 -3.646 -3.692  0.000
H40 -1.976 -5.001 -5.461  0.000
H41 -0.869 -5.613 -7.472  0.000
H42 0.724 -4.900 -7.751  0.000
H43 -0.696 -4.203 -8.518  0.000
H44 0.892 -2.313 -7.105  0.000
H45 1.643 -0.491 -5.958  0.000
H46 1.207 -0.201 -4.270  0.001
H47 0.185 0.421 -5.563  0.000
H48 0.674 1.536 -2.336  -0.001
H49 0.452 3.273 -2.621  0.000
H50 1.021 2.227 -3.906  0.000
H51 -1.186 4.147 -4.036  0.000

Output
- relative energy (zero: lowest compared OMol25 entry of this formula, charge and spin) (kcal per mole) = 13.2
- highest occupied orbital energy (spin up / spin down) (eV) = -9.88 / -10.02
- 2S+1 = 2
- ⟨S²⟩ = 0.757
- net charge = +1
- frontier orbital gap (spin up / spin down) (eV) = 7.31 / 6.90


6.
Molecular formula: C23H39BCl2F5O12Pt
Method: DFT, the ωB97M-V functional and the def2-TZVPD basis

Last column: Löwdin spin population.
CARTESIAN COORDINATES (ANGSTROEM)
Pt1 1.828 0.282 -0.181  1.705
B1 -0.617 -1.021 -0.060  0.002
F1 -0.044 -0.390 -1.100  0.072
F2 -1.002 -2.266 -0.513  0.001
F3 0.449 -1.204 0.790  0.005
F4 -1.516 -0.220 0.455  0.000
C1 -1.902 -3.699 2.580  0.000
Cl1 -0.696 -4.990 2.161  0.000
Cl2 -2.311 -3.835 4.319  0.000
H1 -1.468 -2.710 2.435  0.000
H2 -2.827 -3.960 2.064  0.000
C2 -2.640 3.017 -2.069  0.000
C3 -1.929 2.469 -0.737  0.000
O1 -1.082 3.585 -0.436  0.003
C4 0.287 3.398 -0.560  0.009
O2 0.919 2.345 -0.710  0.043
O3 0.826 4.528 -0.135  0.003
C5 2.249 4.712 0.067  0.000
H3 -1.949 3.302 -2.863  0.000
H4 -3.272 3.897 -1.952  0.000
H5 -3.324 2.189 -2.255  0.000
H6 -1.465 1.497 -0.903  0.000
H7 -2.501 2.387 0.187  0.000
H8 2.419 5.469 0.832  0.000
H9 2.803 4.971 -0.836  0.000
H10 2.580 3.778 0.520  0.000
C6 -0.421 4.691 3.736  0.000
C7 -0.938 3.253 3.543  0.000
O4 -0.279 2.493 2.466  0.000
C8 0.952 1.918 2.589  0.005
O5 1.346 1.046 1.837  0.043
O6 1.506 2.272 3.759  0.002
C9 2.847 1.870 4.142  0.000
H11 -0.091 5.177 2.818  0.000
H12 0.400 4.852 4.435  0.000
H13 -1.253 5.255 4.158  0.000
H14 -1.977 3.326 3.221  0.000
H15 -0.856 2.686 4.470  0.000
H16 2.786 1.025 4.827  0.000
H17 3.347 2.648 4.719  0.000
H18 3.385 1.623 3.226  0.000
C10 3.647 -2.173 2.650  0.000
C11 4.531 -2.282 1.409  0.001
O7 4.101 -3.248 0.513  0.001
C12 3.216 -2.918 -0.462  0.006
O8 2.712 -1.767 -0.604  0.044
O9 2.883 -4.005 -1.179  0.005
C13 1.579 -4.149 -1.710  0.000
H19 2.598 -2.210 2.356  0.000
H20 3.782 -1.204 3.130  0.000
H21 3.844 -2.974 3.363  0.000
H22 5.558 -2.485 1.711  0.000
H23 4.620 -1.383 0.799  0.001
H24 0.881 -3.361 -1.427  0.000
H25 1.117 -5.063 -1.336  0.000
H26 1.585 -4.398 -2.772  0.000
C14 -0.765 0.216 -4.165  0.000
C15 0.314 -0.797 -4.403  0.000
O10 1.569 -0.236 -4.608  0.000
C16 2.339 0.323 -3.651  0.006
O11 2.147 0.372 -2.405  0.040
O12 3.317 0.981 -4.250  0.001
C17 4.284 1.785 -3.551  0.000
H27 -1.747 -0.253 -4.218  0.000
H28 -0.786 1.050 -4.867  0.000
H29 -0.571 0.605 -3.165  0.000
H30 0.053 -1.466 -5.223  0.000
H31 0.345 -1.443 -3.526  0.000
H32 4.720 1.310 -2.672  0.000
H33 3.920 2.694 -3.072  0.000
H34 5.163 2.095 -4.116  0.000
F5 -7.832 -3.094 0.960  0.000
C18 -6.653 -3.082 0.331  0.000
C19 -5.734 -2.098 0.717  0.000
C20 -4.484 -2.009 0.145  0.000
C21 -4.251 -2.809 -0.965  0.000
C22 -5.191 -3.701 -1.436  0.000
C23 -6.379 -3.870 -0.782  0.000
H35 -5.888 -1.484 1.592  0.000
H36 -3.751 -1.355 0.594  0.000
H37 -3.298 -2.850 -1.472  0.000
H38 -4.901 -4.361 -2.240  0.000
H39 -7.162 -4.567 -1.039  0.000

Output
- highest occupied orbital energy (spin up / spin down) (eV) = -10.59 / -10.59
- 2S+1 = 3
- ⟨S²⟩ = 2.002
- net charge = +1
- frontier orbital gap (spin up / spin down) (eV) = 7.41 / 5.27


7.
Molecular formula: C2H2LiO2Tl
Method: DFT, the ωB97M-V functional and the def2-TZVPD basis

Last column: Löwdin spin population.
CARTESIAN COORDINATES (ANGSTROEM)
H1 -4.861 -0.560 -1.490  0.493
O1 2.626 -0.002 0.481  0.011
C1 1.509 0.262 0.388  0.019
C2 0.150 0.574 0.313  0.007
O2 -0.669 -0.289 -0.059  0.115
Li1 4.506 -0.768 0.137  0.000
H2 -0.101 1.596 0.640  0.000
Tl1 -3.161 -0.812 -0.411  0.355

Output
- relative energy (zero: lowest compared OMol25 entry of this formula, charge and spin) (kcal per mole) = 120.1
- highest occupied orbital energy (spin up / spin down) (eV) = -9.63 / -9.45
- 2S+1 = 2
- ⟨S²⟩ = 0.769
- net charge = +1
- frontier orbital gap (spin up / spin down) (eV) = 5.35 / 4.32


8.
Molecular formula: C4H9N2
Method: DFT, the ωB97M-V functional and the def2-TZVPD basis

Last column: Löwdin charge in e.
CARTESIAN COORDINATES (ANGSTROEM)
C1 0.972 1.213 -0.668  -0.085
C2 0.429 0.385 0.494  -0.187
C3 -0.314 -0.269 -0.688  -0.331
C4 -0.075 -1.786 -0.905  -0.006
N1 0.385 0.634 -1.651  0.175
N2 -0.499 1.063 1.469  0.240
H1 1.746 1.982 -0.690  0.124
H2 1.182 -0.313 1.059  0.197
H3 -1.311 -0.102 -0.744  0.102
H4 0.174 -1.967 -1.898  0.063
H5 -1.057 -2.268 -0.615  0.108
H6 0.664 -2.172 -0.221  0.072
H7 -0.976 0.266 1.892  0.180
H8 -1.137 1.684 0.959  0.185
H9 -0.182 1.652 2.207  0.161

Output
- relative energy (zero: lowest compared OMol25 entry of this formula, charge and spin) (kcal per mole) = 69.2
- highest occupied orbital energy (eV) = -14.93
- net charge = +1
- frontier orbital gap (eV) = 10.74


Which molecular weight belongs to each record? In order, 735.11, 598.33, 84.14, 99.13, 806.80, 879.34, 269.36, 85.13 g mol⁻¹.